Here is an isolated molecule of C4H8N2O at a distorted geometry from OMol25. Energies are from ωB97M-V/def2-TZVPD.

Its SMILES is N[C@H]1C[C@@H]1/C=N/O. The value obtained for the HOMO energy is -8.5 eV. Its relative energy (zero: lowest compared OMol25 entry of this formula, charge and spin) is 493.8 kJ/mol. For the HOMO-LUMO gap, the calculation gives 9.62 eV.

```
! wB97M-V def2-TZVPD RIJCOSX def2/J DEFGRID3
* xyz 0 1
N -0.81 1.89 1.50
C -0.04 1.44 0.37
C 1.22 0.49 0.63
C -0.16 -0.13 0.21
C -0.18 -0.93 -1.13
N -0.57 -2.15 -1.18
O -0.23 -2.95 -2.36
H -1.11 2.83 1.42
H -0.95 1.43 2.35
H -0.09 2.11 -0.43
H 1.62 0.43 1.64
H 2.00 0.25 -0.12
H -0.80 -0.54 1.02
H 0.31 -0.36 -1.82
H -0.21 -3.82 -2.09
*
```

Atom charges from the natural (NBO) analysis, given in e for atoms 1 to 8: N -0.87; C -0.02; C -0.45; C -0.28; C 0.07; N -0.14; O -0.59; H 0.38



Here is an isolated molecule of C4H8N2O from OMol25. Energies are from ωB97M-V/def2-TZVPD.

Its SMILES is NC(=O)CN1CC1. The value obtained for the HOMO energy is -9.4 eV. Its relative energy (zero: lowest compared OMol25 entry of this formula, charge and spin) is 179.7 kJ/mol. For the HOMO-LUMO gap, the calculation gives 10.30 eV.

```
! wB97M-V def2-TZVPD RIJCOSX def2/J DEFGRID3
* xyz 0 1
N 1.64 -1.04 -1.35
C 1.75 -0.30 -0.21
O 2.77 0.28 0.10
C 0.49 -0.28 0.66
N -0.36 0.82 0.26
C -1.74 0.76 0.71
C -1.39 0.56 -0.72
H 2.39 -0.98 -2.02
H 0.75 -1.39 -1.67
H -0.02 -1.26 0.60
H 0.81 -0.12 1.69
H -2.06 -0.13 1.26
H -2.17 1.69 1.05
H -1.49 -0.46 -1.11
H -1.56 1.35 -1.45
*
```

Atom charges from the natural (NBO) analysis, given in e for atoms 1 to 8: N -0.83; C 0.67; O -0.59; C -0.32; N -0.38; C -0.26; C -0.26; H 0.40



Here is an isolated molecule of C4H8N2O at a distorted geometry from OMol25. Energies are from ωB97M-V/def2-TZVPD.

Its SMILES is [H]/N=C/[C@@]1(N)O[C@@H]1C. The value obtained for the HOMO energy is -8.9 eV. Its relative energy (zero: lowest compared OMol25 entry of this formula, charge and spin) is 252.7 kJ/mol. For the HOMO-LUMO gap, the calculation gives 9.89 eV.

```
! wB97M-V def2-TZVPD RIJCOSX def2/J DEFGRID3
* xyz 0 1
H 2.22 -1.12 2.43
N 1.34 -0.80 2.05
C 1.40 -0.08 1.01
C 0.09 0.28 0.40
N -0.92 -0.25 1.22
O -0.02 1.56 -0.21
C 0.06 0.42 -1.07
C -1.16 0.02 -1.83
H 2.29 0.26 0.48
H -1.75 0.34 1.27
H -0.41 -0.63 2.04
H 1.01 0.38 -1.63
H -1.96 -0.23 -1.13
H -0.96 -0.87 -2.44
H -1.51 0.81 -2.50
*
```

Atom charges from the natural (NBO) analysis, given in e for atoms 1 to 8: H 0.36; N -0.65; C 0.14; C 0.28; N -0.88; O -0.49; C 0.05; C -0.64



Here is a cluster of 2 separate species, C4H8N2O in total at a distorted geometry from OMol25. Energies are from ωB97M-V/def2-TZVPD.

The value obtained for the HOMO energy is -9.7 eV. Its relative energy (zero: lowest compared OMol25 entry of this formula, charge and spin) is 258.9 kJ/mol. For the HOMO-LUMO gap, the calculation gives 10.54 eV.

```
! wB97M-V def2-TZVPD RIJCOSX def2/J DEFGRID3
* xyz 0 1
C -0.66 0.38 1.84
C -0.06 0.65 0.45
O 0.81 1.47 0.25
C 2.28 -0.47 -1.93
N 2.82 0.45 -1.43
C -0.85 -0.02 -0.69
N -1.03 -1.47 -0.45
H -0.34 -0.63 2.12
H -1.76 0.38 1.84
H -0.28 1.11 2.55
H -1.79 0.49 -0.53
H 2.89 1.28 -0.89
H -0.44 0.27 -1.67
H -1.39 -1.96 -1.28
H -0.18 -1.94 -0.17
*
```

Atom charges from the natural (NBO) analysis, given in e for atoms 1 to 8: C -0.73; C 0.61; O -0.57; C 0.27; N -0.73; C -0.32; N -0.85; H 0.24



Here is an isolated molecule of C4H8N2O from OMol25. Energies are from ωB97M-V/def2-TZVPD.

Its SMILES is CC(=C=NO)CN. The value obtained for the HOMO energy is -9.2 eV. Its relative energy (zero: lowest compared OMol25 entry of this formula, charge and spin) is 376.8 kJ/mol. For the HOMO-LUMO gap, the calculation gives 10.14 eV.

```
! wB97M-V def2-TZVPD RIJCOSX def2/J DEFGRID3
* xyz 0 1
C 0.62 1.34 -1.13
C 0.39 0.02 -0.45
C 1.15 -0.42 0.52
N 1.85 -0.88 1.43
O 1.41 -0.41 2.69
C -0.89 -0.74 -0.73
N -1.99 -0.02 -0.09
H 1.49 1.86 -0.73
H -0.27 1.97 -0.98
H 0.76 1.20 -2.21
H 2.05 -0.82 3.28
H -0.78 -1.79 -0.40
H -1.07 -0.76 -1.81
H -1.85 -0.05 0.92
H -2.88 -0.48 -0.29
*
```

Atom charges from the natural (NBO) analysis, given in e for atoms 1 to 8: C -0.62; C -0.11; C 0.29; N -0.18; O -0.56; C -0.23; N -0.83; H 0.22



Here is an isolated molecule of C4H8N2O at a distorted geometry from OMol25. Energies are from ωB97M-V/def2-TZVPD.

Its SMILES is CN(C)[C@H]1NC1=O. The value obtained for the HOMO energy is -8.1 eV. Its relative energy (zero: lowest compared OMol25 entry of this formula, charge and spin) is 312.7 kJ/mol. For the HOMO-LUMO gap, the calculation gives 9.06 eV.

```
! wB97M-V def2-TZVPD RIJCOSX def2/J DEFGRID3
* xyz 0 1
C 0.32 1.82 0.03
N 0.20 0.47 -0.49
C 1.40 -0.33 -0.32
C -0.99 -0.17 -0.05
N -1.14 -1.56 -0.39
C -1.17 -1.45 0.92
O -1.27 -1.98 1.97
H -0.57 2.39 -0.23
H 0.47 1.85 1.12
H 1.18 2.30 -0.45
H 1.28 -1.27 -0.85
H 2.24 0.20 -0.76
H 1.61 -0.54 0.74
H -1.86 0.47 -0.13
H -1.70 -2.19 -1.11
*
```

Atom charges from the natural (NBO) analysis, given in e for atoms 1 to 8: C -0.41; N -0.44; C -0.42; C 0.03; N -0.64; C 0.68; O -0.55; H 0.20



Here is a structure of composition C4H8N2O at a distorted geometry from OMol25. Energies are from ωB97M-V/def2-TZVPD.

The value obtained for the HOMO energy (spin up / spin down) is -8.4 / -8.4 eV. Its relative energy (zero: lowest compared OMol25 entry of this formula, charge and spin) is 540.0 kJ/mol. For the HOMO-LUMO gap (spin up / spin down), the calculation gives 7.27 / 7.30 eV.

```
! wB97M-V def2-TZVPD RIJCOSX def2/J DEFGRID3
* xyz 0 1
C 0.98 0.31 -1.35
C 0.38 0.04 1.60
C -1.55 -0.27 -0.27
C -0.35 0.63 -0.01
N 1.47 -0.97 -1.11
N 1.48 -1.67 -0.21
O -0.50 1.85 -0.04
H 1.74 1.05 -1.13
H 0.56 0.43 -2.34
H 0.56 -1.00 1.86
H -0.47 0.37 2.18
H 1.27 0.63 1.81
H -1.27 -1.32 -0.29
H -2.29 -0.12 0.51
H -2.01 0.03 -1.22
*
```

Atom charges from the natural (NBO) analysis, given in e for atoms 1 to 8: C -0.37; C -0.73; C -0.71; C 0.51; N 0.05; N 0.14; O -0.66; H 0.25



Here is an isolated molecule of C4H8N2O at a distorted geometry from OMol25. Energies are from ωB97M-V/def2-TZVPD.

The value obtained for the HOMO energy (spin up / spin down) is -4.5 / -10.2 eV. Its relative energy (zero: lowest compared OMol25 entry of this formula, charge and spin) is 255.6 kJ/mol. For the HOMO-LUMO gap (spin up / spin down), the calculation gives 5.43 / 7.76 eV.

```
! wB97M-V def2-TZVPD RIJCOSX def2/J DEFGRID3
* xyz 0 3
C -0.73 1.27 -0.47
C 0.26 -0.21 0.11
C -1.96 0.80 -1.10
C 2.28 -0.91 0.98
N -0.12 2.34 -0.26
N -0.19 -1.23 -0.42
O 1.24 0.07 0.94
H -2.49 1.61 -1.50
H -1.49 0.15 -1.93
H -2.47 0.26 -0.17
H 2.30 -1.49 0.07
H 2.12 -1.40 1.93
H 3.26 -0.39 1.13
H -0.55 3.16 -0.67
H 0.35 -2.10 -0.07
*
```

Atom charges from the natural (NBO) analysis, given in e for atoms 1 to 8: C 0.05; C 0.61; C -0.65; C -0.27; N -0.52; N -0.76; O -0.50; H 0.22



Here is an isolated molecule of C4H8N2O2 at a distorted geometry from OMol25. Energies are from ωB97M-V/def2-TZVPD.

Its SMILES is C[C@@H](C=O)NC(N)=O. The value obtained for the HOMO energy is -9.4 eV. Its relative energy (zero: lowest compared OMol25 entry of this formula, charge and spin) is 205.5 kJ/mol. For the HOMO-LUMO gap, the calculation gives 9.89 eV.

```
! wB97M-V def2-TZVPD RIJCOSX def2/J DEFGRID3
* xyz 0 1
C 0.01 1.38 -1.49
C -0.48 -0.06 -0.88
C 0.33 -1.20 -1.42
O 0.85 -1.31 -2.47
N -0.61 0.23 0.51
C 0.31 -0.33 1.42
N 0.18 -0.06 2.80
O 1.36 -0.92 1.11
H -0.05 1.27 -2.59
H -0.47 2.18 -1.16
H 1.09 1.44 -1.15
H -1.57 -0.46 -1.14
H 0.30 -2.06 -0.74
H -1.51 0.51 0.69
H -0.72 -0.14 3.18
H 0.96 -0.46 3.32
*
```

Atom charges from the natural (NBO) analysis, given in e for atoms 1 to 8: C -0.59; C -0.13; C 0.45; O -0.51; N -0.64; C 0.78; N -0.85; O -0.65



Here is an isolated molecule of C4H8N2O2 at a distorted geometry from OMol25. Energies are from ωB97M-V/def2-TZVPD.

Its SMILES is C/N=C(/N)CC(=O)O. The value obtained for the HOMO energy (spin up / spin down) is -9.0 / -9.0 eV. Its relative energy (zero: lowest compared OMol25 entry of this formula, charge and spin) is 280.3 kJ/mol. For the HOMO-LUMO gap (spin up / spin down), the calculation gives 9.39 / 9.39 eV.

```
! wB97M-V def2-TZVPD RIJCOSX def2/J DEFGRID3
* xyz 0 1
C 1.99 -0.75 0.03
N 1.06 0.09 -0.70
C 0.10 0.79 -0.09
N -0.27 2.01 -0.63
C -0.66 0.19 1.07
C -1.26 -0.76 0.11
O -0.67 -1.71 -0.49
O -2.60 -0.62 -0.06
H 1.79 -0.89 1.09
H 2.03 -1.73 -0.47
H 2.98 -0.31 -0.08
H -0.78 1.89 -1.50
H 0.57 2.53 -0.89
H -1.40 0.89 1.46
H -0.04 -0.29 1.83
H -2.85 -1.32 -0.69
*
```

Atom charges from the natural (NBO) analysis, given in e for atoms 1 to 8: C -0.43; N -0.40; C 0.40; N -0.85; C -0.59; C 0.78; O -0.62; O -0.67



Here is an isolated molecule of C4H8N2O2 at a distorted geometry from OMol25. Energies are from ωB97M-V/def2-TZVPD.

Its SMILES is C[C@H](/N=C/N)C(=O)O. The value obtained for the HOMO energy is -9.3 eV. Its relative energy (zero: lowest compared OMol25 entry of this formula, charge and spin) is 441.7 kJ/mol. For the HOMO-LUMO gap, the calculation gives 9.80 eV.

```
! wB97M-V def2-TZVPD RIJCOSX def2/J DEFGRID3
* xyz 0 1
C 0.16 -0.68 -1.96
C 0.34 -0.15 -0.56
N -1.03 -0.22 0.20
C -0.99 -0.14 1.54
N -2.28 -0.37 2.12
C 1.33 1.07 -0.41
O 1.17 1.93 0.47
O 2.63 0.59 -1.03
H 1.14 -0.96 -2.54
H -0.89 -0.07 -2.30
H -0.25 -1.57 -1.67
H 0.88 -1.05 0.05
H -0.15 -0.18 2.18
H -2.12 0.10 3.12
H -3.09 0.21 1.87
H 3.16 1.48 -1.08
*
```

Atom charges from the natural (NBO) analysis, given in e for atoms 1 to 8: C -0.64; C -0.18; N -0.48; C 0.27; N -0.79; C 0.78; O -0.55; O -0.73



Here is a cluster of 2 separate species, C4H8N2O2 in total at a distorted geometry from OMol25. Energies are from ωB97M-V/def2-TZVPD.

The value obtained for the HOMO energy is -9.1 eV. Its relative energy (zero: lowest compared OMol25 entry of this formula, charge and spin) is 783.2 kJ/mol. For the HOMO-LUMO gap, the calculation gives 9.66 eV.

```
! wB97M-V def2-TZVPD RIJCOSX def2/J DEFGRID3
* xyz 0 1
C -1.06 -0.49 0.06
C 0.75 1.21 -0.22
C 1.59 0.31 0.48
C 1.26 -1.03 -0.37
H -2.09 1.00 0.32
H -2.90 -1.00 1.22
H 0.92 1.09 -1.28
H 1.07 2.33 0.10
H 2.72 0.17 0.25
H 1.04 0.06 1.52
H 1.38 -0.60 -1.41
H 1.97 -2.01 -0.34
N -2.54 -0.83 0.06
N -0.73 0.76 -0.01
O -3.16 0.54 -0.29
O -0.21 -1.52 -0.08
*
```

Atom charges from the natural (NBO) analysis, given in e for atoms 1 to 8: C 0.69; C -0.23; C -0.47; C -0.08; H 0.48; H 0.36; H 0.20; H 0.23